(1)
A structure of composition C30H40N11O2Sr in a non-equilibrium geometry, computed with ωB97M-V/def2-TZVPD.

Summary:
relative energy (zero: lowest compared OMol25 entry of this formula, charge and spin) = 3.5 kcal/mol
largest force on an atom = 1.37 eV/Å
net charge = +1

```
84
Properties=species:S:1:pos:R:3:forces:R:3:lowdin_charge:R:1
Sr 0.58392 0.33113 -0.05972 -0.374 0.369 1.270 1.479
C 5.61889 0.92180 -0.37898 -0.048 0.042 -0.023 -0.005
O 4.84222 1.88241 -1.12324 -0.139 0.205 -0.067 0.006
C 3.53702 1.82980 -0.93324 -0.209 0.385 -0.124 -0.582
O 2.95985 1.00901 -0.24246 0.327 -0.671 0.192 -0.067
N 2.85727 2.80068 -1.59680 0.021 -0.054 0.003 0.028
N 1.46634 2.83047 -1.40101 0.194 0.064 -0.201 0.037
H 6.65033 1.15404 -0.62149 -0.013 -0.054 0.042 0.101
H 5.35735 -0.08468 -0.70026 0.054 0.009 0.066 0.099
H 5.42614 1.04595 0.68517 0.055 -0.072 -0.036 0.103
H 3.35304 3.56732 -2.03005 -0.063 -0.062 0.079 0.164
H 1.01070 2.93252 -2.30153 -0.054 0.084 0.117 0.104
H 1.19710 3.58637 -0.77579 -0.012 -0.050 -0.079 0.101
N -1.77666 4.56996 9.63173 -0.041 0.069 0.174 0.166
C -1.50666 4.13662 8.60445 0.013 0.014 -0.017 -0.182
C -1.17428 3.59530 7.31808 -0.057 -0.050 0.037 -0.228
C -0.28247 4.27247 6.49221 -0.006 -0.092 -0.092 -0.008
C 0.02450 3.74607 5.24904 -0.016 -0.006 0.044 -0.014
C -0.54612 2.54786 4.83400 -0.019 -0.087 0.004 -0.213
C -1.43030 1.87389 5.67064 0.010 0.062 0.065 -0.006
C -1.75308 2.39510 6.91190 0.112 0.052 -0.128 -0.007
C -0.21364 1.96465 3.49590 -0.035 0.188 0.319 -0.044
C -0.82795 2.60448 2.41086 0.052 -0.114 -0.278 -0.269
C -1.64510 3.75898 2.49964 -0.129 0.136 -0.009 -0.022
C -1.95818 4.13806 1.21269 0.015 -0.044 0.027 -0.072
C -1.33254 3.18877 0.38557 0.061 -0.122 -0.051 -0.230
N -0.66214 2.26698 1.07259 0.131 -0.116 0.033 -0.066
C 0.68931 0.90703 3.53289 0.203 -0.259 -0.196 -0.261
C 1.41243 0.48160 4.68811 -0.032 0.010 0.087 -0.016
C 2.29327 -0.48790 4.28514 -0.052 0.022 -0.077 -0.068
C 2.07671 -0.63680 2.89426 0.001 -0.012 0.095 -0.198
N 1.13539 0.17052 2.43443 -0.167 0.147 -0.129 -0.072
H 0.16240 5.19918 6.82512 0.002 0.020 0.011 0.124
H 0.71400 4.26508 4.59737 0.019 0.004 -0.034 0.130
H -1.86767 0.93915 5.34750 -0.002 -0.027 -0.032 0.128
H -2.44214 1.88086 7.56579 -0.023 -0.005 0.023 0.123
H -1.95556 4.25139 3.40317 -0.021 0.024 0.101 0.112
H -2.55472 4.97417 0.89530 -0.060 0.082 -0.007 0.094
H -1.36026 3.14246 -0.69478 -0.040 0.031 -0.113 0.088
H 1.29910 0.87138 5.68480 -0.023 0.050 0.053 0.114
H 3.00964 -1.01796 4.88622 0.058 -0.060 0.055 0.094
H 2.59606 -1.32026 2.23466 0.036 -0.043 -0.074 0.104
C 1.62592 -4.67524 -2.65844 0.091 -0.037 0.062 -0.046
N 1.61582 -4.33041 -1.24153 -0.095 0.196 -0.129 -0.082
C 1.44370 -5.49816 -0.37781 0.027 -0.119 0.051 -0.130
C 0.93186 -4.90883 0.92701 -0.017 -0.114 0.088 -0.116
N 0.31496 -3.69120 0.45573 0.156 0.031 -0.283 -0.107
C -0.49698 -2.85968 1.29762 -0.180 0.080 0.052 -0.034
C 0.85213 -3.28202 -0.73271 -0.157 -0.112 0.201 -0.353
N 0.64017 -2.08223 -1.16846 0.061 0.090 -0.123 -0.005
C 0.96439 -1.68162 -2.52881 -0.089 0.126 -0.242 -0.230
C 0.68464 -0.17726 -2.73170 0.214 -0.058 -0.273 -0.308
N -0.64521 0.22162 -2.30426 0.369 -0.165 -0.068 -0.016
C -1.64098 0.22610 -3.12155 -0.297 0.051 -0.107 -0.344
N -1.66829 0.07025 -4.50868 0.027 0.056 0.178 -0.077
C -0.90350 -0.94486 -5.21468 0.032 -0.073 -0.153 -0.051
C -3.06277 0.09819 -4.95049 -0.096 0.022 -0.095 -0.131
C -3.78207 0.78983 -3.80892 -0.170 0.028 -0.060 -0.121
N -2.91626 0.47391 -2.69623 0.192 -0.116 -0.197 -0.104
C -3.28554 0.87135 -1.36675 0.077 0.028 0.199 -0.030
H 2.28518 -5.53400 -2.78432 -0.032 0.028 0.011 0.096
H 2.02208 -3.87590 -3.26915 -0.009 0.062 -0.055 0.067
H 0.62789 -4.95758 -3.01229 0.008 0.013 -0.025 0.102
H 2.38939 -6.02586 -0.26217 -0.035 -0.028 -0.023 0.128
H 0.70688 -6.18422 -0.81438 0.013 0.035 0.028 0.128
H 1.74326 -4.70833 1.63719 -0.019 0.019 -0.037 0.129
H 0.19732 -5.55237 1.41292 0.052 0.023 0.018 0.128
H -1.14865 -3.49481 1.89977 0.056 0.009 -0.009 0.100
H -1.13544 -2.24048 0.66318 0.045 0.010 0.064 0.083
H 0.08584 -2.22937 1.97246 0.021 0.081 0.034 0.068
H 0.34442 -2.21798 -3.25292 0.037 -0.087 0.050 0.097
H 2.00929 -1.85654 -2.80185 0.116 0.003 0.078 0.118
H 0.94896 0.12743 -3.74919 -0.111 -0.082 0.118 0.110
H 1.42211 0.38724 -2.13910 0.064 -0.085 -0.449 0.024
H -1.21786 -1.95504 -4.92294 0.046 0.011 -0.017 0.100
H 0.16607 -0.83846 -5.08014 -0.101 -0.068 -0.060 0.067
H -1.10596 -0.82842 -6.27921 -0.004 0.004 0.026 0.099
H -3.43162 -0.92703 -5.08038 -0.009 0.035 0.010 0.128
H -3.15029 0.62583 -5.89981 -0.022 -0.037 0.026 0.129
H -4.78658 0.39706 -3.64627 0.029 0.034 -0.015 0.130
H -3.85517 1.87451 -3.96011 0.025 -0.035 0.003 0.131
H -4.22802 0.39241 -1.09695 0.005 0.044 -0.008 0.100
H -3.40090 1.95468 -1.27590 -0.010 0.008 0.001 0.090
H -2.52068 0.55113 -0.66387 -0.040 0.017 0.002 0.064
```
Forces are in eV/Å.



(2)
The ion C30H40N3O2 with charge +1 in a non-equilibrium geometry, computed with ωB97M-V/def2-TZVPD.

Summary:
SMILES = c1cc(N2CCOCC2)ccc1C(c1ccc(N2CCOCC2)cc1)[C@H]1CCCC1=[N+]1CCCC1
relative energy (zero: lowest compared OMol25 entry of this formula, charge and spin) = 25.3 kcal/mol
largest force on an atom = 2.15 eV/Å
net charge = +1

```
75
Properties=species:S:1:pos:R:3:forces:R:3:lowdin_charge:R:1
C -0.30159 -1.57137 3.23342 -0.357 -0.226 -0.305 -0.151
C -0.49620 -0.16690 2.60801 -0.133 0.242 0.459 -0.114
C 0.85591 0.22964 1.96249 -0.490 1.998 -0.613 -0.123
C 1.83925 -0.56048 2.80698 1.064 0.793 0.513 -0.126
N 3.07355 -0.25517 3.17035 -1.067 0.200 -1.665 0.005
C 3.94318 -1.24347 3.82983 0.384 0.050 0.648 -0.114
C 5.35503 -0.66257 3.80028 0.537 0.059 -0.010 -0.133
C 5.26816 0.73244 3.12596 0.482 -0.258 0.039 -0.139
C 3.80283 0.99289 2.78843 -0.088 0.060 -0.125 -0.084
C 1.19876 -1.69084 3.55459 -0.829 -0.691 -0.213 -0.114
H -0.90975 -1.68979 4.13799 0.160 0.059 -0.243 0.117
H -0.61960 -2.36208 2.53877 0.184 0.280 0.121 0.115
H -1.33040 -0.14924 1.88857 0.385 0.092 0.300 0.114
H -0.73289 0.52303 3.45046 0.082 -0.215 -0.740 0.132
H 1.11453 1.29834 1.94993 -0.160 -0.010 1.743 0.127
H 3.62473 -1.40397 4.86019 -0.197 0.008 -0.049 0.131
H 3.91732 -2.20319 3.31306 -0.319 0.132 -0.088 0.134
H 5.77985 -0.60154 4.81244 -0.238 0.047 -0.341 0.120
H 6.02237 -1.32584 3.23083 -0.247 0.264 0.171 0.119
H 5.67326 1.50825 3.77979 -0.151 -0.098 -0.108 0.117
H 5.87717 0.73403 2.22024 -0.110 0.062 0.079 0.115
H 3.66998 1.22155 1.72189 -0.147 -0.199 0.350 0.128
H 3.41548 1.83734 3.37903 -0.164 -0.397 -0.194 0.140
H 1.36737 -1.71259 4.64736 0.254 0.602 -0.512 0.140
H 1.60398 -2.65383 3.22884 0.046 0.025 -0.165 0.131
C -5.30606 5.89318 -1.06158 -0.129 0.205 -0.502 -0.188
C -4.29231 4.95079 -0.44445 0.315 0.391 0.585 -0.138
N -3.08250 4.78725 -1.24114 0.424 -0.853 -0.416 -0.097
C -2.16310 3.80000 -0.82592 0.687 -0.793 -0.622 -0.206
C -0.76505 4.03436 -0.68639 -0.544 0.050 -0.099 -0.006
C 0.11918 2.99588 -0.35146 -0.181 -0.119 0.400 -0.037
C -0.29899 1.65561 -0.20069 0.180 0.227 0.962 -0.202
C 0.73212 0.57057 0.25731 0.832 -0.286 -0.636 -0.113
C 0.53671 -0.73300 -0.46016 0.604 -0.360 -0.735 -0.210
C -0.00644 -0.84575 -1.75270 -0.098 0.395 0.319 -0.019
C -0.03965 -2.06123 -2.42708 0.009 -0.360 0.275 0.005
C 0.36707 -3.23350 -1.76270 0.565 0.218 -0.153 -0.223
N 0.27790 -4.50616 -2.36958 0.604 0.184 -0.326 -0.109
C -0.63345 -5.39544 -1.65695 -0.798 0.201 -0.445 -0.155
C -0.62936 -6.81711 -2.19892 0.325 -0.126 -0.028 -0.186
O -0.58949 -6.89151 -3.61919 0.211 0.495 0.082 -0.135
C 0.39156 -6.05409 -4.23570 -0.166 0.104 -0.046 -0.181
C 0.19760 -4.58258 -3.85270 -0.603 -0.129 0.747 -0.141
C 0.97087 -3.11944 -0.47852 -0.209 0.048 -0.906 0.008
C 1.12044 -1.86711 0.09777 -0.850 -0.872 -0.428 -0.038
C -1.66532 1.39020 -0.45941 -0.478 0.791 0.783 -0.050
C -2.57425 2.43996 -0.71211 0.460 -0.071 -0.035 0.004
C -2.57304 5.90691 -2.03007 0.058 0.237 0.788 -0.149
C -3.71754 6.69040 -2.64862 -0.218 -0.013 0.116 -0.183
O -4.70752 7.01308 -1.68487 0.260 0.112 0.010 -0.130
H -5.93709 5.35141 -1.77916 0.030 0.090 -0.071 0.126
H -5.94051 6.33481 -0.28338 0.054 -0.387 -0.157 0.133
H -4.04512 5.35378 0.54887 0.159 -0.092 0.009 0.129
H -4.76135 3.98154 -0.29369 -0.035 -0.067 0.044 0.113
H -0.38436 5.05247 -0.84651 -0.081 -0.569 0.208 0.108
H 1.16395 3.26053 -0.11853 -0.486 -0.162 -0.341 0.114
H 1.75740 1.01053 0.00545 -1.202 -0.640 0.335 0.148
H -0.45465 0.03377 -2.22844 0.402 -0.347 0.121 0.119
H -0.40490 -2.09998 -3.46158 0.051 -0.016 0.614 0.114
H -0.37064 -5.38358 -0.59557 -0.081 -0.169 -0.151 0.116
H -1.67086 -5.02074 -1.74509 0.137 0.136 0.049 0.132
H 0.22788 -7.34389 -1.75013 -0.129 -0.160 -0.266 0.125
H -1.57668 -7.30699 -1.92243 0.524 0.054 0.076 0.133
H 1.42260 -6.35659 -3.95878 -0.448 -0.027 -0.092 0.131
H 0.23180 -6.18490 -5.32009 0.227 0.042 0.482 0.132
H -0.80177 -4.23411 -4.20129 0.424 -0.189 0.006 0.129
H 0.97845 -3.95471 -4.32274 -0.322 -0.296 0.402 0.135
H 1.36499 -4.02340 -0.00857 -0.062 0.327 -0.124 0.118
H 1.63812 -1.78731 1.03652 0.117 -0.175 0.036 0.084
H -2.07519 0.37682 -0.36745 0.288 0.381 -0.167 0.117
H -3.62910 2.21616 -0.90888 0.485 -0.070 0.139 0.114
H -1.98544 6.58069 -1.38989 0.009 0.128 -0.107 0.122
H -1.91747 5.53085 -2.82313 -0.083 -0.044 0.154 0.134
H -3.36267 7.65997 -3.02399 -0.029 -0.402 -0.021 0.134
H -4.14909 6.10696 -3.47545 -0.091 0.101 0.081 0.129
```
Forces are in eV/Å.



Respective calculated total energy values: -1950.58624; -1481.58025 Eh.
Respective HOMO energy values: -9.452; -10.016 eV.
Respective HOMO-LUMO gap values: 7.0; 6.4 eV.